Formula: C20H26KN3O6P2S2
Source: the OMol25 dataset
Level of theory: wB97M-V/def2-TZVPD

Calculated values
Highest occupied orbital energy in eV: -0.51
Frontier orbital gap in eV: 4.11
E_tot in Ha: -3472.5911
Relative energy (zero: lowest compared OMol25 entry of this formula, charge and spin) in eV: 0.838
Total charge: -2
LUMO level in eV: 3.6

Each line ends with the natural charge from an NBO analysis.
CARTESIAN COORDINATES (ANGSTROEM)
K (-0.211, -0.228, -0.881)  0.88
C (2.770, -1.391, 1.725)  -0.95
P (2.230, 0.353, 1.509)  0.80
C (3.599, 1.198, 2.427)  -0.94
C (0.955, 0.379, 2.846)  -0.74
C (0.167, 1.692, 2.842)  -0.71
P (-0.402, 2.070, 1.112)  0.83
C (-1.880, 3.106, 1.528)  -0.94
C (0.732, 3.460, 0.697)  -0.94
H (3.055, -1.575, 2.764)  0.20
H (3.605, -1.606, 1.062)  0.24
H (1.927, -2.036, 1.462)  0.28
H (4.497, 1.174, 1.811)  0.24
H (3.783, 0.691, 3.377)  0.20
H (3.336, 2.240, 2.624)  0.21
H (1.402, 0.171, 3.823)  0.20
H (0.275, -0.442, 2.607)  0.28
H (0.779, 2.523, 3.212)  0.19
H (-0.713, 1.601, 3.483)  0.22
H (-1.624, 3.910, 2.223)  0.20
H (-2.646, 2.470, 1.973)  0.23
H (-2.279, 3.539, 0.608)  0.22
H (0.696, 4.238, 1.464)  0.19
H (0.424, 3.868, -0.266)  0.24
H (1.750, 3.084, 0.595)  0.24
S (-1.126, -2.310, 1.886)  -0.53
C (-1.732, -3.723, 1.087)  -0.31
C (-2.466, -4.613, 1.923)  0.31
N (-3.056, -5.308, 2.633)  -0.45
C (-1.571, -4.069, -0.238)  -0.30
S (-0.712, -3.215, -1.475)  -0.51
C (-2.185, -5.274, -0.689)  0.31
N (-2.676, -6.242, -1.089)  -0.44
N (2.513, -0.227, -3.694)  -0.89
C (3.035, 0.782, -2.771)  -0.37
C (3.642, 0.085, -1.548)  0.79
O (3.329, -1.198, -1.481)  -0.68
O (4.332, 0.644, -0.727)  -0.64
H (3.020, -0.251, -4.566)  0.36
H (1.530, -0.016, -3.896)  0.44
H (2.816, -1.362, -2.321)  0.52
H (2.212, 1.407, -2.393)  0.26
H (3.779, 1.443, -3.215)  0.20
O (-0.072, 0.811, -3.913)  -0.77
C (-0.380, 1.772, -3.173)  0.77
O (-0.076, 1.900, -1.965)  -0.80
C (-1.197, 2.886, -3.815)  -0.14
C (-1.634, 2.764, -5.127)  -0.18
C (-2.402, 3.754, -5.740)  -0.28
C (-2.700, 4.860, -4.982)  0.21
O (-3.427, 5.978, -5.344)  -0.50
C (-3.546, 6.751, -4.161)  0.24
O (-2.698, 6.205, -3.171)  -0.50
C (-2.262, 4.991, -3.677)  0.27
C (-1.514, 4.024, -3.062)  -0.25
H (-1.362, 1.865, -5.662)  0.24
H (-2.763, 3.668, -6.757)  0.21
H (-4.588, 6.734, -3.810)  0.14
H (-3.254, 7.785, -4.367)  0.15
H (-1.162, 4.100, -2.042)  0.24